{
  "formula": "C35H46HfN2O4P2S2",
  "method": "ωB97M-V/def2-TZVPD",
  "elements": ["Hf", "C", "C", "C", "P", "C", "C", "C", "C", "C", "C", "C", "C", "C", "N", "C", "C", "C", "C", "C", "C", "P", "C", "C", "C", "C", "C", "C", "H", "H", "H", "H", "H", "H", "H", "H", "H", "H", "H", "H", "H", "H", "H", "H", "H", "H", "H", "H", "H", "H", "H", "H", "H", "H", "H", "H", "H", "H", "H", "H", "H", "H", "H", "H", "O", "C", "O", "C", "C", "C", "C", "C", "N", "C", "O", "O", "H", "H", "H", "H", "C", "C", "S", "C", "C", "S", "H", "H", "H", "H", "H", "H"],
  "coordinates": [[-0.422, -0.542, -0.051], [2.373, 1.580, -3.685], [2.948, 0.781, -2.511], [3.385, 1.741, -1.402], [1.820, -0.548, -1.850], [1.791, -1.832, -3.185], [0.697, -1.497, -4.212], [1.516, -3.236, -2.646], [2.927, -1.207, -0.567], [3.994, -2.062, -0.809], [4.713, -2.618, 0.239], [4.330, -2.326, 1.540], [3.276, -1.463, 1.787], [2.580, -0.859, 0.742], [1.484, 0.052, 0.972], [1.728, 1.010, 1.975], [3.029, 1.353, 2.398], [3.246, 2.243, 3.431], [2.181, 2.846, 4.094], [0.903, 2.590, 3.635], [0.669, 1.718, 2.571], [-0.901, 1.575, 1.706], [-2.182, 1.789, 3.019], [-2.142, 0.606, 3.989], [-3.599, 2.025, 2.490], [-0.961, 3.170, 0.749], [0.325, 3.334, -0.058], [-1.197, 4.413, 1.603], [3.020, 2.439, -3.887], [1.373, 1.954, -3.454], [2.320, 0.995, -4.601], [3.825, 0.218, -2.843], [2.559, 2.375, -1.087], [4.177, 2.393, -1.781], [3.770, 1.220, -0.525], [2.775, -1.808, -3.664], [-0.288, -1.582, -3.744], [0.741, -2.212, -5.037], [0.773, -0.496, -4.627], [0.522, -3.286, -2.200], [2.234, -3.554, -1.889], [1.548, -3.947, -3.477], [4.254, -2.318, -1.832], [5.537, -3.291, 0.044], [4.844, -2.788, 2.374], [2.980, -1.257, 2.809], [3.881, 0.898, 1.913], [4.264, 2.466, 3.727], [2.347, 3.519, 4.926], [0.067, 3.087, 4.113], [-1.871, 2.688, 3.553], [-2.467, -0.312, 3.493], [-2.814, 0.784, 4.832], [-1.138, 0.440, 4.384], [-4.003, 1.128, 2.033], [-3.641, 2.821, 1.745], [-4.251, 2.306, 3.320], [-1.790, 3.029, 0.049], [1.164, 3.575, 0.600], [0.206, 4.143, -0.782], [0.581, 2.436, -0.615], [-0.444, 4.505, 2.389], [-2.186, 4.437, 2.063], [-1.109, 5.298, 0.967], [-4.755, -0.913, 0.223], [-3.446, -0.880, 0.442], [-2.781, 0.132, 0.230], [-2.925, -1.939, 1.355], [-3.666, -2.926, 1.968], [-2.977, -3.944, 2.616], [-1.594, -3.998, 2.529], [-0.945, -2.966, 1.881], [-1.596, -1.900, 1.419], [0.439, -3.118, 1.270], [1.255, -3.876, 1.729], [0.496, -2.430, 0.160], [-4.951, -0.161, -0.361], [-4.744, -2.916, 1.886], [-3.522, -4.738, 3.112], [-1.017, -4.838, 2.891], [-2.805, 0.930, -4.198], [-2.330, 0.148, -2.985], [-1.137, 1.017, -2.023], [-2.755, -1.109, -2.776], [-3.709, -1.802, -3.723], [-2.176, -2.119, -1.455], [-2.374, 1.930, -4.202], [-3.893, 1.030, -4.210], [-2.509, 0.430, -5.125], [-4.370, -1.099, -4.232], [-4.324, -2.524, -3.184], [-3.159, -2.358, -4.491]],
  "mulliken_charge": [0.326, -1.508, 0.336, -1.273, 1.329, 0.418, -1.330, -1.348, 0.120, -0.783, -0.921, -1.038, 0.254, -0.969, 0.821, -0.037, -0.818, -0.991, -1.061, -0.544, 0.715, 0.857, 0.652, -1.450, -1.515, 0.716, -1.298, -1.589, 0.431, 0.231, 0.350, 0.727, 0.083, 0.609, 0.139, 0.724, 0.024, 0.555, 0.201, 0.011, 0.320, 0.569, 0.399, 0.414, 0.403, 0.545, 0.414, 0.406, 0.454, 0.352, 0.684, 0.119, 0.500, 0.255, 0.274, 0.295, 0.488, 0.642, 0.362, 0.590, -0.427, 0.297, 0.356, 0.491, -0.552, -0.351, -0.324, 0.249, -0.832, -0.678, -0.979, 0.144, 1.096, 0.251, -0.700, -0.280, 0.569, 0.577, 0.452, 0.550, -1.959, 0.874, -0.365, 0.847, -1.674, -0.498, 0.491, 0.340, 0.315, 0.399, 0.403, 0.280],
  "e_tot_ha": -3299.0805,
  "orbital_gap_ev": 5.6,
  "relative_energy_kj_mol": 97.9
}

=====

{
  "formula": "C35H46N4OSSi",
  "method": "ωB97M-V/def2-TZVPD",
  "elements": ["C", "C", "C", "O", "C", "Si", "C", "C", "C", "C", "C", "C", "C", "C", "C", "S", "C", "C", "H", "H", "H", "H", "H", "H", "H", "H", "H", "H", "H", "H", "H", "H", "H", "H", "H", "H", "H", "H", "H", "H", "H", "H", "H", "H", "N", "C", "C", "C", "C", "C", "H", "H", "H", "H", "H", "N", "C", "C", "C", "C", "C", "H", "H", "H", "H", "H", "N", "C", "C", "C", "C", "C", "H", "H", "H", "H", "H", "N", "C", "C", "C", "C", "C", "H", "H", "H", "H", "H"],
  "coordinates": [[4.184, 4.016, 0.472], [5.645, 4.298, 0.057], [5.980, 3.952, -1.402], [4.871, 4.094, -2.261], [5.124, 3.514, -3.547], [3.436, 3.376, -4.416], [3.265, 1.907, -5.591], [4.405, 0.867, -5.508], [4.577, 0.245, -4.135], [5.847, -0.158, -3.777], [6.120, -0.694, -2.545], [5.088, -0.844, -1.637], [3.828, -0.456, -1.992], [3.555, 0.093, -3.222], [2.110, 3.460, -3.051], [0.555, 2.702, -3.611], [-0.421, 2.360, -2.106], [-0.861, 0.886, -2.024], [4.059, 3.071, 1.009], [3.878, 4.793, 1.183], [3.472, 4.055, -0.354], [5.884, 5.334, 0.311], [6.284, 3.686, 0.704], [6.749, 4.670, -1.741], [6.437, 2.953, -1.431], [5.774, 4.227, -4.086], [5.692, 2.578, -3.474], [3.276, 4.615, -5.219], [3.226, 2.292, -6.617], [2.318, 1.376, -5.449], [4.168, 0.063, -6.222], [5.366, 1.273, -5.842], [6.654, -0.043, -4.498], [7.150, -0.957, -2.325], [5.317, -1.254, -0.660], [3.051, -0.611, -1.247], [2.548, 0.421, -3.475], [1.951, 4.515, -2.819], [2.483, 2.888, -2.196], [-1.301, 3.003, -2.167], [0.113, 2.647, -1.196], [-0.983, 0.478, -3.031], [-1.835, 0.833, -1.526], [-0.138, 0.313, -1.441], [0.950, -1.848, -0.269], [0.282, -2.367, -1.299], [-0.748, -3.285, -1.164], [-1.101, -3.691, 0.113], [-0.418, -3.166, 1.199], [0.595, -2.251, 0.951], [0.594, -2.023, -2.279], [-1.257, -3.671, -2.036], [-1.899, -4.409, 0.261], [-0.663, -3.459, 2.212], [1.156, -1.811, 1.769], [-2.301, 5.194, -1.047], [-1.518, 5.830, -0.176], [-1.992, 6.700, 0.794], [-3.356, 6.927, 0.861], [-4.187, 6.277, -0.036], [-3.611, 5.424, -0.965], [-0.456, 5.625, -0.268], [-1.308, 7.187, 1.476], [-3.767, 7.600, 1.603], [-5.258, 6.427, -0.018], [-4.223, 4.891, -1.685], [-2.545, -4.019, 3.819], [-2.979, -4.412, 5.017], [-4.309, -4.374, 5.405], [-5.243, -3.897, 4.500], [-4.813, -3.482, 3.250], [-3.459, -3.565, 2.962], [-2.213, -4.775, 5.694], [-4.606, -4.708, 6.390], [-6.291, -3.851, 4.765], [-5.509, -3.103, 2.514], [-3.075, -3.255, 1.996], [-7.401, -6.078, 5.674], [-7.089, -7.052, 4.820], [-6.919, -8.377, 5.190], [-7.078, -8.711, 6.525], [-7.400, -7.713, 7.430], [-7.551, -6.419, 6.954], [-6.970, -6.745, 3.786], [-6.668, -9.126, 4.452], [-6.953, -9.734, 6.856], [-7.533, -7.931, 8.481], [-7.806, -5.607, 7.626]],
  "mulliken_charge": [-0.726, -0.443, -0.469, -0.217, -0.481, 0.024, -0.922, -1.241, 0.516, -0.430, -0.499, -0.813, -0.509, 0.095, -0.461, -0.312, -0.091, -1.126, 0.283, 0.335, -0.010, 0.328, 0.270, 0.256, 0.310, 0.426, 0.280, -0.269, 0.543, 0.456, 0.485, 0.340, 0.353, 0.381, 0.425, 0.577, 0.320, 0.637, 0.011, 0.103, 0.393, 0.332, 0.440, 0.116, -0.190, 0.005, -0.887, -0.201, -0.439, -0.413, 0.420, 0.399, 0.431, 0.503, 0.411, -0.308, -0.073, -0.619, -0.142, -0.528, -0.136, 0.381, 0.351, 0.363, 0.350, 0.356, -0.283, -0.331, -0.491, -0.151, -0.891, 0.168, 0.381, 0.366, 0.496, 0.361, 0.309, -0.389, -0.138, -0.468, -0.148, -0.442, -0.206, 0.352, 0.360, 0.365, 0.358, 0.369],
  "e_tot_ha": -2343.1688,
  "orbital_gap_ev": 8.6,
  "smiles": "CCCOC[Si@@H](CCc1ccccc1)CSCC.c1ccncc1.c1ccncc1.c1ccncc1.c1ccncc1"
}

=====

{
  "formula": "C35H46N8O17",
  "method": "ωB97M-V/def2-TZVPD",
  "elements": ["C", "O", "O", "O", "C", "C", "C", "C", "C", "C", "O", "O", "H", "H", "H", "H", "H", "H", "C", "C", "C", "C", "C", "C", "O", "O", "H", "H", "H", "H", "H", "H", "C", "C", "C", "C", "C", "C", "O", "O", "H", "H", "H", "H", "H", "H", "C", "C", "C", "C", "C", "C", "O", "O", "H", "H", "H", "H", "H", "H", "C", "C", "C", "C", "C", "C", "O", "O", "H", "H", "H", "H", "H", "H", "C", "O", "N", "N", "H", "H", "H", "H", "C", "O", "N", "N", "H", "H", "H", "H", "C", "O", "N", "N", "H", "H", "H", "H", "C", "O", "N", "N", "H", "H", "H", "H"],
  "coordinates": [[8.851, 20.627, 1.467], [8.770, 20.642, 0.274], [8.097, 19.962, 2.170], [9.764, 21.260, 2.022], [10.958, 16.681, -3.969], [11.320, 15.377, -4.188], [11.773, 14.969, -5.410], [11.759, 15.918, -6.520], [11.205, 17.175, -6.341], [10.793, 17.531, -5.032], [10.066, 18.711, -4.798], [12.591, 13.904, -5.482], [10.773, 16.914, -2.931], [11.266, 14.672, -3.372], [12.069, 15.540, -7.483], [11.161, 17.974, -7.065], [10.020, 18.829, -3.847], [12.773, 13.497, -4.632], [4.811, 25.027, 6.922], [4.855, 25.557, 8.257], [5.567, 24.863, 9.143], [6.146, 23.609, 8.793], [6.254, 23.237, 7.437], [5.535, 23.906, 6.530], [5.575, 23.516, 5.160], [5.625, 25.204, 10.470], [4.189, 25.543, 6.206], [4.066, 26.257, 8.491], [6.662, 23.118, 9.604], [6.744, 22.329, 7.118], [6.046, 22.696, 4.996], [5.760, 24.458, 11.058], [14.600, 23.112, 7.592], [15.498, 24.161, 7.849], [15.054, 25.372, 7.532], [13.780, 25.669, 7.154], [12.841, 24.678, 7.105], [13.313, 23.327, 7.138], [12.562, 22.288, 6.719], [15.856, 26.439, 7.855], [14.847, 22.075, 7.759], [16.516, 24.090, 8.203], [13.368, 26.661, 7.037], [11.808, 24.965, 6.977], [11.973, 22.400, 5.969], [16.781, 26.279, 8.057], [8.701, 14.053, 3.469], [9.433, 12.876, 3.136], [9.579, 11.846, 3.987], [8.905, 11.802, 5.239], [8.136, 12.995, 5.502], [7.950, 14.064, 4.652], [7.305, 15.239, 4.927], [10.247, 10.708, 3.517], [8.773, 14.954, 2.878], [9.882, 12.806, 2.156], [8.868, 10.924, 5.866], [7.545, 13.032, 6.406], [7.397, 15.839, 4.184], [9.973, 9.857, 3.869], [15.138, 25.277, 1.718], [16.516, 25.694, 1.755], [16.838, 26.936, 1.275], [15.897, 27.914, 0.919], [14.513, 27.582, 1.251], [14.172, 26.276, 1.601], [12.917, 25.885, 2.034], [18.123, 27.256, 1.177], [14.815, 24.335, 2.137], [17.266, 25.021, 2.143], [16.294, 28.899, 0.722], [13.709, 28.252, 0.983], [12.686, 24.980, 1.811], [18.539, 27.610, 0.388], [5.762, 26.068, -1.685], [5.402, 26.995, -1.017], [5.875, 24.863, -1.204], [5.915, 25.981, -2.916], [5.924, 24.893, -0.196], [6.460, 24.189, -1.676], [6.327, 25.068, -3.046], [6.602, 26.672, -3.183], [12.150, 25.047, -3.452], [12.617, 25.145, -4.565], [12.351, 23.936, -2.825], [11.186, 25.715, -2.867], [11.609, 23.582, -2.239], [12.903, 23.300, -3.383], [10.793, 26.457, -3.429], [11.075, 25.572, -1.874], [4.363, 17.607, -1.010], [3.426, 16.976, -1.540], [4.246, 18.622, -0.206], [5.632, 17.349, -1.105], [5.051, 18.782, 0.382], [3.429, 19.215, -0.230], [5.757, 16.512, -1.658], [6.225, 18.104, -0.792], [14.732, 18.776, 1.452], [15.773, 18.191, 1.201], [14.103, 18.748, 2.611], [13.926, 19.269, 0.518], [14.597, 18.484, 3.452], [13.353, 19.420, 2.688], [14.275, 19.348, -0.427], [13.077, 19.766, 0.747]],
  "mulliken_charge": [0.471, -0.758, -0.818, -0.839, -0.588, -0.645, 0.539, -0.402, -0.607, 0.702, -0.525, -0.531, 0.365, 0.335, 0.369, 0.384, 0.297, 0.303, -0.402, -0.501, 0.685, -0.627, -0.511, 0.474, -0.524, -0.550, 0.361, 0.351, 0.266, 0.373, 0.301, 0.301, -0.377, -0.618, 0.972, -0.637, -0.430, 0.114, -0.587, -0.549, 0.376, 0.260, 0.409, 0.417, 0.362, 0.283, -0.364, -0.608, 0.796, -0.699, -0.405, 0.369, -0.536, -0.564, 0.397, 0.350, 0.315, 0.331, 0.318, 0.297, -0.533, -0.632, 0.596, -0.509, -0.587, 0.600, -0.546, -0.554, 0.379, 0.390, 0.364, 0.370, 0.315, 0.331, 0.518, -0.636, -0.420, -0.407, 0.237, 0.222, 0.241, 0.245, 0.675, -0.689, -0.448, -0.418, 0.226, 0.223, 0.202, 0.232, 0.696, -0.727, -0.399, -0.439, 0.218, 0.183, 0.204, 0.249, 0.606, -0.692, -0.380, -0.369, 0.218, 0.215, 0.193, 0.200],
  "e_tot_ha": -3078.2882,
  "total_charge": -2,
  "orbital_gap_ev": 2.1,
  "relative_energy_kj_mol": 171.5
}